Record 1
ORCA calculation (ωB97M-V with the def2-TZVPD basis set) on one molecule with the formula C11H13FO2S.

LUMO in eV: 0.51
SMILES string: CC(C)S(=O)(=O)C1=C(F)[C@H]2C=CC=C[C@@H]12
E in a.u.: -1075.29155

```
28
Properties=species:S:1:pos:R:3:forces:R:3
C -0.325659 3.612098 1.827886 1.84 0.13 2.70
C 0.067760 3.647712 0.462595 -1.15 1.73 -0.20
C -0.704188 2.506603 2.468988 0.21 -1.64 -0.41
C -0.265471 2.692439 -0.362181 -0.19 -0.84 0.21
C -0.099079 0.059303 1.577919 -0.27 1.66 -4.32
C 0.128938 0.158764 0.154159 -1.77 -0.22 2.92
C -1.102535 1.255489 1.609239 0.13 0.34 0.45
C -0.893478 1.408704 0.066095 -0.11 -1.43 -1.45
C -0.998951 -2.475895 -0.842797 2.50 -1.04 -1.73
C 1.510037 -3.486144 -1.412642 -1.29 0.00 0.59
C 0.409923 -2.416539 -1.582967 -1.93 0.61 -1.91
O 1.385264 0.175946 -2.159603 -0.45 -0.67 -0.11
O 2.257542 -1.144668 -0.240679 0.98 -0.07 0.36
F 0.357476 -0.663889 2.582413 -0.17 0.17 -0.66
S 1.167384 -0.760403 -1.084277 -0.57 1.20 1.15
H 0.078705 4.456131 2.413901 -0.58 -0.43 0.00
H 0.408703 4.624420 0.124909 0.21 -0.36 -0.31
H -0.508494 2.331936 3.550723 -0.86 0.45 -0.81
H -0.170962 2.932833 -1.366178 0.41 -0.34 -2.01
H -2.175803 1.014221 1.764262 0.73 -0.31 0.42
H -1.836014 1.246078 -0.647567 1.82 -0.04 1.80
H -0.999745 -2.490343 0.187390 0.58 -0.53 2.36
H -1.639252 -1.696751 -1.053683 -0.90 2.31 -0.99
H -1.524100 -3.291814 -1.243142 -0.53 -1.60 -0.25
H 2.298024 -2.985953 -0.905344 0.89 -0.24 0.54
H 1.882688 -3.920503 -2.315724 0.04 0.27 -0.93
H 1.170980 -4.348372 -0.853210 -0.22 0.02 0.54
H 0.120309 -2.441402 -2.720487 0.66 0.85 2.07
```
Positions in Å, forces in eV/Å.

=====

Record 2
ORCA calculation (ωB97M-V with the def2-TZVPD basis set) on C3H5NO3 as an isolated structure.

LUMO (alpha / beta) in eV: 0.18 / 0.19
E in a.u.: -397.58749

```
12
Properties=species:S:1:pos:R:3:forces:R:3
C 0.335108 -1.660395 0.182317 -0.44 -0.25 -0.43
N 0.542391 -0.251432 -0.112467 0.44 0.19 0.25
C -0.634814 2.077886 0.495211 -0.72 0.50 -0.70
C -1.427261 1.103102 0.011176 -0.48 1.46 1.12
O 1.726431 -0.207766 -0.869391 -1.63 0.18 0.11
O 0.009045 3.007106 0.777655 -0.10 -0.71 0.26
O -0.967801 0.295963 -0.916652 2.67 -1.59 -0.61
H 2.016305 0.714274 -0.766096 -0.13 -0.24 -0.11
H -2.435746 0.982704 0.402629 0.28 -0.07 0.25
H 0.358917 -2.263519 -0.731895 0.02 0.05 0.07
H 1.114550 -2.021370 0.863646 -0.02 0.32 -0.16
H -0.637126 -1.776553 0.663868 0.12 0.16 -0.07
```
Positions in Å, forces in eV/Å.

=====

Record 3
ORCA calculation (ωB97M-V with the def2-TZVPD basis set) on C28H27N3OsSSi as an isolated structure.

2S+1: 5
LUMO (alpha / beta) in eV: -7.20 / -10.13
E in a.u.: -2025.03640
Total charge: +2

```
61
Properties=species:S:1:pos:R:3:forces:R:3
C -1.474972 -1.179857 -0.286375 -0.78 -1.11 1.01
C -2.283783 -0.675577 -1.332537 -1.12 -0.42 -0.38
C -1.549284 -0.816440 -2.551400 -0.39 -0.57 -1.34
H -3.267206 -0.225989 -1.227301 0.27 -0.15 -0.07
C -0.283817 -1.417612 -2.252087 -0.67 -1.80 -0.47
C -0.240203 -1.634901 -0.848013 -0.13 -2.59 -0.55
H 0.535634 -2.167758 -0.327564 0.14 0.14 0.05
H -1.765353 -1.223560 0.755707 0.08 0.00 -0.30
H -1.901564 -0.543672 -3.533896 -0.05 -0.04 0.05
H 0.475851 -1.720426 -2.961632 -0.04 0.27 0.07
Os -0.508887 0.421760 -1.197629 4.51 3.99 3.26
C 1.122857 3.885238 2.024505 -0.53 0.74 -0.30
H 1.465333 4.843677 2.440276 -0.15 -0.36 -0.18
H 0.111935 3.668593 2.385048 0.21 0.07 -0.07
H 1.109734 3.943371 0.929691 -0.04 0.06 0.20
Si -1.389478 2.341539 -2.082450 -2.32 2.12 -2.36
C -1.337182 4.113909 -1.439366 0.15 -0.27 0.68
C -2.581998 4.526071 -0.918743 0.01 0.33 -0.28
H -3.303731 3.776663 -0.591373 0.09 0.28 -0.22
C -2.923933 5.881477 -0.890408 0.30 -0.06 0.00
H -3.936692 6.169305 -0.595867 0.44 -0.01 0.00
C -1.972678 6.842959 -1.265096 -0.20 -0.40 0.02
H -2.248413 7.901355 -1.264829 0.20 -0.39 0.00
C -0.681385 6.438794 -1.624351 0.27 -0.38 0.02
H 0.070873 7.193810 -1.872713 -0.27 -0.31 0.12
C -0.349379 5.070257 -1.694236 -0.32 0.69 -0.06
H 0.666243 4.759706 -1.959729 -0.36 0.21 -0.13
C -1.378043 2.490986 -4.003811 -0.02 0.02 0.15
C -2.055063 3.585505 -4.582950 0.06 -0.04 -0.13
H -2.525768 4.332703 -3.932685 0.26 -0.20 -0.30
C -2.172697 3.711686 -5.972703 -0.09 -0.23 -0.01
H -2.722028 4.555260 -6.402884 0.24 -0.30 0.23
C -1.631232 2.737819 -6.825371 0.11 -0.02 0.32
H -1.745378 2.821051 -7.913713 0.09 0.00 0.55
C -0.951920 1.646891 -6.268634 -0.17 0.09 0.06
H -0.517217 0.879332 -6.916909 -0.20 0.29 0.24
C -0.850963 1.524310 -4.875636 0.22 -0.09 -0.21
H -0.332028 0.636232 -4.474988 -0.22 0.48 -0.21
H -2.841014 2.046083 -1.772135 0.20 -0.15 0.05
H 1.791546 3.110415 2.328493 0.51 -0.58 0.30
N 3.090679 -0.112252 1.190567 0.84 -0.07 0.74
C 2.389158 -0.693707 2.232432 1.89 -0.85 -0.48
C 2.863078 -1.563615 3.201697 0.01 0.51 -0.02
C 1.913403 -2.237976 3.982934 1.25 0.45 -0.26
C 0.544894 -2.050797 3.737883 -1.58 1.05 -1.10
C 0.083972 -1.184318 2.729071 -0.64 -0.75 1.09
C 1.019348 -0.510334 1.931461 -0.31 1.01 -2.48
N 0.938726 0.198309 0.709785 -2.09 -0.52 2.49
C 2.198737 0.388185 0.293144 1.49 0.51 -1.57
C 2.532865 0.936294 -0.990660 -0.29 -0.76 1.43
C 3.775314 1.232519 -1.517238 -0.18 0.17 -0.02
S 3.599877 1.927177 -3.083309 -0.57 -0.28 0.50
C 1.885167 1.748459 -2.975578 0.34 -0.35 1.26
N 1.475407 1.171803 -1.843348 -0.46 0.97 -1.51
H 4.091756 -0.126373 1.047009 -0.19 -0.16 0.21
H 3.939063 -1.686315 3.299683 -0.27 -0.19 0.22
H 2.246058 -2.895128 4.782984 -0.11 0.04 -0.20
H -0.170893 -2.600969 4.344785 0.06 0.21 -0.16
H -0.977672 -1.021402 2.552005 0.29 -0.20 0.29
H 4.704765 1.093837 -0.987921 0.17 0.26 -0.32
H 1.221825 2.156000 -3.737727 0.02 -0.37 0.10
```
Positions in Å, forces in eV/Å.

=====

Record 4
ORCA calculation (ωB97M-V with the def2-TZVPD basis set) on C22H37ClP2Pd as an isolated structure.

2S+1: 5
LUMO (alpha / beta) in eV: -5.14 / -9.53
E in a.u.: -2130.41566
Total charge: +2

```
63
Properties=species:S:1:pos:R:3:forces:R:3
P 0.113726 -1.683522 -3.387931 -0.23 -0.44 -4.07
P 0.119965 1.490745 -3.254038 0.21 0.59 -3.72
C -0.256788 -0.720639 -4.970110 -0.17 0.68 0.55
C 0.402337 0.645047 -4.930728 0.11 -0.43 0.44
H -1.355110 -0.656861 -5.071366 0.45 0.09 0.03
H 0.133108 -1.315406 -5.809919 -0.21 -0.04 0.34
H 1.493232 0.590620 -5.098102 -0.45 -0.12 0.06
H -0.021748 1.297788 -5.708313 0.22 -0.07 0.29
C -1.508448 2.201366 -3.760163 -0.34 -0.11 0.93
H -1.826871 2.944900 -3.022003 -0.12 -0.07 -0.19
H -2.259227 1.403846 -3.796877 0.04 0.19 0.03
H -1.430380 2.667764 -4.750389 0.12 -0.10 0.34
C 1.216984 2.887881 -3.762200 0.35 0.20 0.94
H 0.863772 3.312285 -4.716416 0.03 -0.20 0.44
H 2.235172 2.494814 -3.895231 -0.26 0.22 0.10
H 1.227255 3.654656 -2.980877 0.13 0.06 -0.29
C -0.976506 -3.073077 -3.902179 -0.40 -0.27 1.16
H -0.903413 -3.883011 -3.168430 -0.18 -0.07 -0.34
H -0.668315 -3.417376 -4.904598 -0.01 0.20 0.48
H -2.010761 -2.700000 -3.934745 0.29 -0.26 0.02
C 1.735926 -2.312863 -3.985179 0.52 0.14 1.19
H 2.463150 -1.494257 -4.005633 -0.05 -0.17 0.01
H 1.623852 -2.723075 -4.994316 -0.17 0.06 0.27
H 2.103916 -3.085323 -3.304383 0.12 0.04 -0.18
Pd -0.026297 -0.190072 2.177612 0.22 0.75 -0.92
C 0.694934 1.353247 0.693433 -0.59 0.88 -0.48
C -0.690712 1.249266 0.545783 0.78 0.47 0.32
C -1.487485 0.482669 -0.485060 -0.31 -0.29 -0.44
C -1.880378 -0.954289 -0.052993 -0.13 0.35 0.10
C -0.786949 -1.695328 0.669143 0.90 -1.01 -0.86
C 0.593554 -1.589602 0.462956 -1.32 -0.42 0.68
C 1.337535 -0.780885 -0.557691 0.25 0.33 -0.34
C 1.746673 0.641925 -0.105775 0.30 -0.38 -0.01
C 0.253007 -1.718210 3.485987 1.08 -2.24 1.48
H 1.035694 2.223236 1.285599 -0.07 -0.67 -0.22
H -1.277126 1.990650 1.112086 0.30 -0.37 -0.27
H -0.972614 0.459975 -1.460891 -0.08 -0.05 0.70
H -2.409191 1.059083 -0.662937 0.23 -0.26 0.02
H -2.750308 -0.854184 0.613571 0.23 -0.23 -0.09
H -2.235445 -1.566589 -0.899096 0.05 0.29 0.06
H -1.092440 -2.570828 1.268531 0.02 0.63 -0.23
H 1.201187 -2.320877 1.012007 -0.24 0.28 -0.31
H 0.749164 -0.692437 -1.488392 0.18 -0.08 0.62
H 2.247156 -1.347428 -0.809384 -0.22 0.25 -0.04
H 2.640532 0.527338 0.520395 -0.11 0.19 -0.08
H 2.068643 1.261907 -0.961893 -0.12 -0.26 0.13
H 0.943764 -1.324907 4.232855 0.19 -0.10 -0.17
H 0.618327 -2.607144 2.967513 -0.05 0.06 0.41
H -0.737144 -1.860421 3.929038 -0.12 0.12 -0.35
Cl 1.991621 2.171605 4.623603 0.15 0.12 -0.06
C 0.852402 1.413139 5.650180 0.53 0.28 1.35
C 1.118634 1.334362 7.022931 -0.21 0.04 -0.76
C 0.225526 0.620608 7.833184 0.69 0.32 0.25
C -0.903749 0.002518 7.282792 -1.07 -0.31 -1.30
C -1.211844 0.157281 5.926185 0.23 -0.38 1.57
C -0.354315 0.913732 5.090308 -0.36 0.16 -2.81
C -0.677897 1.141144 3.665096 -1.53 1.58 3.88
H 2.006678 1.828309 7.428320 -0.35 -0.32 -0.13
H 0.437286 0.535750 8.906018 -0.15 0.01 -0.50
H -1.567889 -0.596170 7.912845 0.27 0.30 -0.19
H -2.106107 -0.290641 5.493696 0.18 0.14 0.20
H -1.744714 0.935780 3.490039 0.13 0.15 -0.01
H -0.364562 2.130180 3.296521 0.12 -0.47 -0.02
```
Positions in Å, forces in eV/Å.

=====

Which of these has the highest E?
C3H5NO3

=====

What is the formula in the third record?
C28H27N3OsSSi

=====

What did the second record say?
ORCA calculation (ωB97M-V with the def2-TZVPD basis set) on C3H5NO3 as an isolated structure.

LUMO (alpha / beta) in eV: 0.18 / 0.19
E in a.u.: -397.58749

```
12
Properties=species:S:1:pos:R:3:forces:R:3
C 0.335108 -1.660395 0.182317 -0.44 -0.25 -0.43
N 0.542391 -0.251432 -0.112467 0.44 0.19 0.25
C -0.634814 2.077886 0.495211 -0.72 0.50 -0.70
C -1.427261 1.103102 0.011176 -0.48 1.46 1.12
O 1.726431 -0.207766 -0.869391 -1.63 0.18 0.11
O 0.009045 3.007106 0.777655 -0.10 -0.71 0.26
O -0.967801 0.295963 -0.916652 2.67 -1.59 -0.61
H 2.016305 0.714274 -0.766096 -0.13 -0.24 -0.11
H -2.435746 0.982704 0.402629 0.28 -0.07 0.25
H 0.358917 -2.263519 -0.731895 0.02 0.05 0.07
H 1.114550 -2.021370 0.863646 -0.02 0.32 -0.16
H -0.637126 -1.776553 0.663868 0.12 0.16 -0.07
```
Positions in Å, forces in eV/Å.